This record from the OMol25 dataset describes a 5-piece molecular cluster, C30H71BN4O13S overall. The level of theory is ωB97M-V/def2-TZVPD.

Last column: Mulliken charge in e.
CARTESIAN COORDINATES (ANGSTROEM)
C: 3.59071 -1.08180 -0.38363  -1.431
C: 2.84669 -0.31822 -1.48781  0.120
C: 2.26178 1.00158 -0.96270  -0.664
N: 1.01289 1.37852 -1.56584  0.103
C: -0.18895 0.62681 -1.20844  1.336
B: -0.58833 -0.27097 -2.48045  -0.500
O: -0.39864 0.19890 -3.75873  -0.415
O: -1.08329 -1.53398 -2.32798  0.666
C: -2.08027 -1.93488 -3.28580  -0.941
C: -1.37605 1.62689 -1.02509  -2.162
C: -2.40816 1.27518 0.04183  2.366
C: -3.35517 2.47551 0.13259  -2.050
C: -3.28464 0.07325 -0.33141  -0.229
C: -3.95711 -0.57882 0.90205  -1.346
C: -3.39219 -1.97359 1.18752  2.051
C: -4.28323 -3.12596 0.71786  -1.406
N: -3.72778 -3.81388 -0.47103  0.008
C: -2.73842 -4.79539 -0.18663  0.333
N: -2.92615 -6.03246 -0.32171  -0.730
N: -1.45401 -4.36257 0.22899  -0.451
O: -1.87133 1.14719 1.38459  -0.521
S: -0.34061 0.71927 1.50135  1.435
O: 0.43456 1.91252 1.49341  -0.701
O: -0.17493 -0.10732 2.64290  -0.712
C: -0.08916 -0.25630 0.03480  -0.206
H: 4.35703 -1.69798 -0.83322  0.446
H: 4.07245 -0.39905 0.30493  0.275
H: 2.92507 -1.75929 0.13216  0.348
H: 3.57801 -0.09831 -2.25534  0.589
H: 2.08982 -0.98944 -1.88521  -0.287
H: 2.27650 0.96990 0.12935  0.119
H: 2.97961 1.76564 -1.22639  0.605
H: 0.86740 2.37179 -1.65002  0.000
H: -0.89221 1.01597 -3.92560  0.302
H: -1.62414 -2.59732 -4.00867  0.288
H: -2.81200 -2.51973 -2.74334  0.216
H: -2.57580 -1.10108 -3.75981  0.294
H: -1.92918 1.68630 -1.95688  0.536
H: -1.03242 2.63735 -0.83916  0.042
H: -3.54648 2.84465 -0.86566  0.409
H: -4.29003 2.21219 0.60526  0.420
H: -2.86037 3.28040 0.66080  0.442
H: -2.73087 -0.69082 -0.85856  -0.638
H: -4.06325 0.46233 -0.97311  0.733
H: -4.99811 -0.71671 0.63997  0.436
H: -3.94467 0.04845 1.78159  0.472
H: -3.20764 -2.11831 2.24589  0.080
H: -2.44383 -2.12725 0.69618  -1.433
H: -4.43826 -3.85320 1.51283  0.305
H: -5.26686 -2.77286 0.43275  0.505
H: -4.46704 -4.24405 -1.00677  0.302
H: -3.87719 -6.23053 -0.62614  0.230
H: -1.12988 -3.65534 -0.42983  -0.035
H: -1.51811 -3.87902 1.12086  0.434
H: 0.79063 -0.87341 0.12657  0.753
H: -0.93285 -0.92878 0.00808  -1.127
C: -0.57715 7.39585 -4.36293  -0.648
O: -0.04425 7.62283 -3.06974  -0.392
C: -0.65878 6.83913 -2.06051  -0.882
C: 0.17431 5.62913 -1.69878  -0.105
O: 0.27675 4.71092 -2.78146  -0.201
C: 1.50489 4.82563 -3.48664  -0.745
H: 0.11802 7.81795 -5.08676  0.245
H: -0.69924 6.33060 -4.57068  0.250
H: -1.54404 7.89929 -4.47030  0.326
H: -1.66403 6.53333 -2.36751  0.368
H: -0.75708 7.47290 -1.17395  0.394
H: -0.31498 5.10091 -0.87316  0.325
H: 1.16826 5.93418 -1.35877  0.244
H: 2.30839 4.34762 -2.91530  0.100
H: 1.77227 5.86510 -3.68357  0.435
H: 1.39920 4.30184 -4.43523  0.275
C: -2.94387 -3.01843 7.87939  -0.652
O: -2.10141 -1.93064 7.54669  -0.381
C: -1.28937 -2.17638 6.40586  -0.750
C: -1.85232 -1.53657 5.15704  -0.025
O: -3.09804 -2.11889 4.77765  -0.311
C: -4.21706 -1.34984 5.17596  -0.849
H: -3.70276 -2.65199 8.56952  0.239
H: -3.43873 -3.43315 6.99837  0.257
H: -2.36969 -3.80803 8.37692  0.323
H: -1.15261 -3.25191 6.25634  0.365
H: -0.30806 -1.73797 6.60917  0.366
H: -1.15872 -1.70176 4.33042  0.152
H: -1.95808 -0.45672 5.29042  0.310
H: -4.34366 -0.48796 4.50966  0.238
H: -4.12449 -0.99811 6.20551  0.462
H: -5.10157 -1.98167 5.09685  0.243
C: 1.09961 -7.59700 -1.47549  -0.723
O: 2.37729 -7.13697 -1.89288  -0.397
C: 2.52572 -7.08296 -3.30158  -0.495
C: 2.33714 -5.67794 -3.83059  -0.511
O: 1.00801 -5.22257 -3.63472  -0.416
C: 0.86823 -4.38496 -2.50260  -0.455
H: 0.98336 -7.34723 -0.42278  0.251
H: 0.29303 -7.12391 -2.03797  0.311
H: 1.03209 -8.68456 -1.58906  0.339
H: 1.82982 -7.77121 -3.79108  0.307
H: 3.54362 -7.41288 -3.53376  0.387
H: 2.52374 -5.67643 -4.90922  0.400
H: 3.05326 -4.99440 -3.36392  0.280
H: 1.24032 -3.37795 -2.72850  0.394
H: 1.39508 -4.78262 -1.63263  0.424
H: -0.19209 -4.31631 -2.27011  -0.118
C: 5.07092 5.25028 3.16226  -0.696
O: 5.76773 5.82736 2.07021  -0.388
C: 6.70328 4.94572 1.47101  -0.506
C: 6.15598 4.31421 0.20949  -0.578
O: 5.05636 3.45929 0.48175  -0.284
C: 3.80017 4.06219 0.22964  -0.821
H: 4.20798 5.87931 3.37458  0.246
H: 4.72357 4.24058 2.93472  0.281
H: 5.71160 5.22192 4.05028  0.330
H: 7.01455 4.17266 2.18004  0.318
H: 7.58615 5.53868 1.21186  0.380
H: 6.93885 3.69746 -0.24309  0.366
H: 5.87489 5.08600 -0.51378  0.335
H: 3.60320 4.07686 -0.85008  0.094
H: 3.74741 5.08100 0.61975  0.548
H: 3.03357 3.45721 0.71356  0.407

Forces on the atoms, in the same order (eV/Å):
C -0.0443 0.0528 -0.6276
C 0.3584 -0.1549 0.6965
C 0.4469 -0.2211 -0.3330
N 0.0626 -0.0453 0.0904
C -0.2113 0.0261 -0.6234
B 0.7220 -0.2585 0.0506
O -1.1436 0.3314 -0.1904
O -0.5445 0.3894 0.1757
C 0.4088 -0.9213 0.3900
C 0.2099 -0.5913 0.1208
C -1.2892 0.8818 -0.6095
C 0.5654 0.1033 0.0262
C 0.0983 -0.0755 1.0684
C -0.0160 -0.4737 -0.8550
C -0.3299 -0.2070 0.5200
C 0.3500 -0.1853 -0.4230
N 0.2193 0.2005 -0.0533
C -0.4487 -0.0816 -0.1226
N 0.1115 -0.6440 -0.3027
N 0.1577 0.5708 0.1071
O 0.7166 -0.7439 -0.2624
S 0.6684 -0.0623 0.3631
O 0.2726 0.7276 -0.5992
O -0.5432 -0.7725 0.6469
C -0.6781 0.8512 0.0414
H 0.2872 -0.2372 -0.0251
H 0.0657 0.0682 0.2843
H -0.1703 -0.0481 0.4877
H -0.1667 0.0096 -0.5086
H -0.2130 0.1059 -0.3482
H -0.3617 0.0617 0.1915
H 0.1638 0.3551 0.0139
H -0.0345 0.0397 0.2847
H 0.7443 0.0221 -0.0686
H 0.0985 0.0535 -0.4208
H -0.2160 -0.0536 0.2389
H 0.0744 0.2810 -0.1934
H -0.2977 0.1198 -0.2030
H 0.4289 0.1741 0.1486
H -0.2810 -0.0111 -0.3204
H -0.2150 0.0226 0.2607
H -0.0065 0.1746 0.3159
H 0.0200 -0.1311 -0.2818
H -0.0391 0.0474 -0.4576
H -0.4136 0.0631 0.0975
H 0.2153 0.2322 0.1283
H 0.0387 0.1774 0.3312
H 0.2932 0.2795 -0.0990
H 0.0001 -0.1054 0.2526
H -0.1954 0.1700 -0.0507
H -0.1121 -0.0853 0.0584
H -0.0697 -0.0096 0.1151
H -0.0247 0.0141 0.0640
H 0.0942 -0.2066 0.0910
H 0.4352 0.1588 0.1827
H -0.1606 -0.3167 0.1437
C -0.0140 0.0897 0.0274
O -0.0029 -0.1571 -0.0773
C 0.1441 0.2381 0.0643
C -0.2147 -0.2536 0.0178
O 0.0935 0.1142 -0.0171
C 0.0436 -0.1921 0.0261
H 0.0098 0.0394 0.0347
H -0.0012 -0.0122 0.0089
H -0.0236 -0.0528 -0.0330
H 0.0045 -0.0499 -0.0203
H -0.0204 -0.0312 0.0155
H 0.0287 0.0357 0.0349
H 0.0118 0.0390 -0.0227
H 0.0609 0.0566 -0.0370
H -0.0567 0.0289 0.0368
H -0.0581 -0.0415 0.0291
C 0.0613 0.0239 0.0695
O -0.1078 -0.0693 -0.1140
C 0.0361 0.2090 0.1851
C 0.0279 -0.2649 -0.2138
O -0.0378 0.0486 0.1486
C -0.0228 -0.0170 -0.1227
H 0.0372 0.0279 0.0217
H 0.0042 -0.0074 -0.0125
H -0.0398 -0.0487 -0.0373
H -0.0368 -0.0150 -0.0275
H 0.0091 -0.0158 -0.0377
H 0.0374 0.0765 0.0131
H -0.0079 0.0111 0.0247
H -0.0084 0.0544 0.0656
H 0.0135 0.0042 0.0010
H 0.0195 -0.0243 -0.0262
C 0.0519 -0.0539 0.0367
O -0.1282 0.0376 -0.0620
C 0.2486 -0.0095 0.2063
C -0.1953 -0.0579 -0.2331
O 0.0443 -0.0003 0.0921
C 0.0336 0.1275 -0.0702
H 0.0324 0.0121 -0.0034
H -0.0040 0.0073 0.0077
H -0.0468 0.0060 -0.0297
H -0.0495 0.0321 -0.0144
H -0.0107 -0.0008 -0.0338
H 0.0348 -0.0054 0.0109
H 0.0058 -0.0154 0.0507
H 0.0247 0.0097 0.0617
H -0.0280 -0.0143 0.0041
H -0.0356 -0.0451 -0.0696
C 0.0458 0.0652 0.0239
O -0.0900 -0.1351 -0.0033
C 0.0310 0.2880 -0.0417
C 0.0491 -0.3005 0.0221
O -0.0581 0.1334 0.0555
C -0.0644 -0.1072 -0.0485
H 0.0286 0.0427 -0.0140
H 0.0050 -0.0097 -0.0091
H -0.0219 -0.0587 0.0129
H -0.0337 -0.0460 -0.0106
H 0.0135 -0.0328 -0.0059
H 0.0164 0.0369 -0.0078
H -0.0154 0.0451 0.0298
H -0.0394 0.1029 0.0118
H 0.0401 0.0098 0.0021
H 0.0242 -0.0300 -0.0057

The molar mass is 738.8 g mol⁻¹. Its LUMO energy is 0.164 eV. Its SMILES is [H]/N=C(/N)NCCCC[C@]1(C)C[C@](NCCC)(B(O)OC)CS(=O)(=O)O1.COCCOC.COCCOC.COCCOC.COCCOC. The total energy is -76347.117 eV. For the gap between HOMO and LUMO, the calculation gives 8.5470 eV.